Entry from OMol25: a 2-piece molecular cluster, C6H13N2O2 overall in a non-equilibrium geometry (wB97M-V/def2-TZVPD).

Computed properties:
* gap between HOMO and LUMO: 8.966 eV
* energy relative to the best compared isomer or geometry (same formula, charge and spin): 6.017 eV
* charge: +1
* strongest force on any atom: 5.8 eV/Å

```
23
Properties=species:S:1:pos:R:3:forces:R:3
C -0.75304 1.77889 1.18078 0.383 0.445 -2.521
C -0.57205 3.79262 0.79656 1.565 -3.760 0.435
C 0.11732 -2.10217 -1.47797 1.710 2.122 -0.550
C -0.18746 -1.43453 -0.14025 -1.324 -1.996 1.793
C 0.73372 -0.33200 0.40195 -0.600 -0.465 -0.840
C 0.07474 0.35870 1.50650 -2.020 4.537 1.755
N 0.94045 0.68327 -0.73350 -2.580 -5.147 -0.985
N -0.03907 0.12545 2.72532 -1.168 2.182 -0.933
O -1.45649 1.36411 -0.09341 -2.465 1.800 1.324
O 0.02312 4.13982 -0.14240 -0.511 0.736 0.053
H -1.36104 2.11216 2.00051 -0.778 -1.264 0.412
H -1.13014 4.25163 1.63066 -0.034 0.433 -0.384
H 1.24955 -2.15748 -1.51286 -1.172 -0.307 -0.834
H -0.39223 -1.63318 -2.39114 1.138 -0.156 1.222
H -0.29417 -3.06002 -1.46239 -0.359 -1.724 0.079
H -0.05068 -2.25011 0.71005 -0.820 1.475 -1.746
H -1.27254 -1.12676 -0.23527 1.266 -0.031 0.932
H 1.65466 -0.73465 0.85105 0.160 0.127 -1.024
H 1.04749 -0.04314 -1.53170 0.804 2.190 0.949
H 1.69902 1.21912 -0.44337 1.435 1.926 -0.472
H 0.29687 -0.64133 3.18333 1.494 -2.858 0.975
H -2.38456 1.81928 -0.17452 2.639 -1.249 0.117
H -0.08017 1.02656 -0.85897 1.238 0.984 0.241
```
Positions in Å, forces in eV/Å.